# C4H36NO13

A 14-piece molecular cluster, C4H36NO13 overall (ωB97M-V/def2-TZVPD, the Open Molecules 2025 dataset).

Values from the calculation:
highest occupied orbital energy	-11.8	eV
orbital gap	9.12	eV

ORCA input file:
```
! RIJCOSX wB97M-V def2-TZVPD def2/J DEFGRID3
* xyz 1 1
O 1.882 0.091 3.721
O 2.930 -1.701 2.000
O 0.978 -0.476 -3.569
O -1.968 -0.378 -4.231
O -3.173 -2.651 -2.743
O -1.282 3.442 2.626
O 0.594 -3.389 1.953
O -1.357 -2.198 -0.708
O -0.202 2.058 -4.050
O 4.633 -0.400 -0.996
O 1.463 2.311 0.660
O 1.819 -0.206 -0.926
O 1.773 2.840 -2.786
N 0.438 -0.239 1.747
C -0.881 0.045 2.474
C -1.946 0.092 1.397
C -4.450 0.009 1.627
C -3.227 0.213 2.096
H 0.690 2.920 0.638
H -3.274 -3.086 -3.590
H 1.133 -4.212 1.929
H -0.771 0.963 3.103
H -1.852 0.955 0.736
H 3.691 -0.210 -0.845
H 1.466 0.240 -3.966
H 2.177 2.207 -3.374
H -1.040 -0.760 3.235
H -2.101 -1.916 -1.252
H 2.386 0.796 4.133
H 2.910 -1.781 1.020
H 2.429 3.488 -2.461
H 0.585 -1.298 1.733
H -3.395 -3.255 -2.032
H 1.909 -0.546 -1.839
H 0.547 -0.901 -4.328
H -1.259 -0.001 -3.711
H 0.420 -0.005 0.754
H -1.815 3.954 2.013
H -1.025 -3.079 -0.838
H 4.971 0.445 -1.297
H 1.497 0.698 -0.908
H 2.512 -0.623 3.870
H 0.017 2.040 -3.115
H -5.309 -0.253 2.180
H 0.383 2.763 -4.358
H -4.685 -0.156 0.590
H 0.811 -2.953 2.773
H -0.999 4.181 3.192
H 3.386 -2.428 2.422
H -2.801 -0.325 -3.765
H 2.185 2.973 0.565
H 1.136 0.111 2.510
H -3.107 0.476 3.140
H -1.831 -0.888 0.849
*
```


# C4H36O14S2

A 14-piece molecular cluster, C4H36O14S2 overall (ωB97M-V/def2-TZVPD, the Open Molecules 2025 dataset).

Values from the calculation:
highest occupied orbital energy	-8.7	eV
orbital gap	8.43	eV

ORCA input file:
```
! RIJCOSX wB97M-V def2-TZVPD def2/J DEFGRID3
* xyz 0 1
S -3.577 -0.674 -2.193
S -3.356 1.482 -2.455
O 2.447 -0.472 1.464
O -0.890 0.764 2.052
O -0.668 -4.468 1.347
O 2.756 1.420 3.803
O 0.696 3.694 -2.414
O 3.347 4.373 0.008
O 2.232 1.115 -3.657
O 0.048 -2.083 0.591
O 2.597 -2.001 4.134
O 1.300 1.849 1.155
O -0.830 3.434 -0.331
O 2.838 1.153 -0.629
O 1.972 -4.467 1.291
O -0.987 -2.535 3.107
C -2.165 -2.292 -0.496
C -2.485 -0.861 -0.763
C -0.670 -2.448 -0.534
C -1.864 1.572 -3.398
H 3.662 1.041 -1.069
H 3.731 3.802 -0.775
H 2.362 -1.415 1.093
H 1.544 0.885 1.147
H 2.274 2.221 3.583
H -0.469 0.223 1.322
H -0.923 0.224 2.925
H 1.438 -3.856 1.741
H -2.810 -2.942 -1.126
H -1.003 1.014 -2.998
H -0.403 4.054 0.326
H -0.411 -2.395 1.438
H 2.455 -1.458 3.431
H -2.996 -0.419 0.181
H -1.535 -0.191 -0.840
H 0.708 1.997 1.922
H 3.092 -1.343 4.711
H 2.190 1.541 -1.162
H -1.744 -2.575 3.639
H -0.100 -1.810 -1.321
H 1.939 0.475 -4.158
H -0.561 2.643 0.042
H -0.353 -2.764 3.749
H 0.171 3.420 -1.796
H 2.836 3.806 0.517
H -0.451 -3.441 -0.956
H -0.251 -5.050 0.785
H -1.343 2.523 -3.251
H -2.481 -2.607 0.543
H -2.104 1.463 -4.530
H 3.088 -0.194 0.722
H 1.677 1.525 -3.194
H 1.404 4.338 -2.412
H 2.630 -3.921 0.741
H 2.792 0.928 2.921
H -0.894 -4.696 2.274
*
```


# C4H36O17

A 15-piece molecular cluster, C4H36O17 overall (ωB97M-V/def2-TZVPD, the Open Molecules 2025 dataset).

Values from the calculation:
highest occupied orbital energy	-10.3	eV
orbital gap	10.18	eV

ORCA input file:
```
! RIJCOSX wB97M-V def2-TZVPD def2/J DEFGRID3
* xyz 0 1
O -2.966 1.853 -0.054
O 2.594 0.950 -0.691
O 0.959 0.156 3.887
O -4.206 -0.073 -1.806
O -0.912 -3.709 0.154
O 1.974 2.624 -2.824
O -2.216 -1.558 -0.672
O -1.737 0.900 -4.695
O 1.424 -0.862 -2.103
O 0.702 -4.136 -2.467
O -2.536 -1.455 2.159
O 3.433 0.590 -3.763
O 0.054 -1.695 1.525
O -0.600 1.379 2.041
O -2.528 0.278 3.905
O 3.733 2.442 0.435
O 3.049 -2.523 3.176
C -0.246 1.149 -0.196
C 2.581 1.754 0.222
C 1.662 1.960 1.307
C 0.113 2.059 0.969
H -2.039 -1.891 1.486
H -3.471 -1.747 2.170
H 4.062 0.587 -2.997
H -2.784 0.905 -0.260
H 3.703 -2.053 2.646
H -2.887 -0.628 4.143
H 2.736 -0.003 -3.369
H 1.979 -0.245 -1.661
H -1.148 -2.884 0.568
H -2.991 -1.212 -1.130
H 0.141 -3.406 -2.118
H -0.205 1.899 -1.047
H -1.236 0.682 -0.053
H 4.410 2.333 -0.331
H -2.543 2.084 0.776
H 0.488 -0.662 3.984
H 2.208 1.792 -3.339
H 0.557 -0.539 -2.375
H 1.543 -3.671 -2.343
H 2.284 -2.045 2.917
H -0.294 1.652 2.895
H 1.181 0.393 4.823
H -2.408 1.071 -4.013
H -4.731 0.717 -1.701
H -1.199 1.703 -4.568
H 0.438 -2.194 2.291
H 2.325 3.359 -3.328
H 1.701 1.157 2.036
H -3.794 -0.063 -2.705
H -0.328 3.075 0.917
H 0.338 -0.822 1.616
H -2.025 -0.030 3.070
H -0.978 -3.684 -0.818
H 0.522 0.327 -0.445
H -1.805 -0.830 -0.209
H 1.916 2.788 1.963
*
```


# C4H37N2O12

A 13-piece molecular cluster, C4H37N2O12 overall (ωB97M-V/def2-TZVPD, the Open Molecules 2025 dataset).

Values from the calculation:
highest occupied orbital energy	-12.8	eV
orbital gap	10.61	eV

ORCA input file:
```
! RIJCOSX wB97M-V def2-TZVPD def2/J DEFGRID3
* xyz 1 1
O -4.145 -3.180 -1.723
O 1.801 1.159 3.943
O 3.022 -0.893 1.809
O 2.487 -3.904 2.167
O 2.011 -2.679 -0.191
O -1.554 -3.691 -2.007
O -2.622 1.961 -1.471
O 0.457 -2.087 -2.560
O -0.110 0.699 -1.887
O -0.127 4.132 -0.384
O -2.425 3.259 0.890
O -0.805 3.352 -3.000
N -0.445 -1.818 1.040
N 0.753 0.567 0.917
C -1.308 -0.705 1.427
C -0.488 0.555 1.727
C 2.429 1.906 -0.294
C 1.462 1.874 0.900
H 0.766 2.703 0.830
H -1.856 1.382 -1.568
H 1.834 0.677 4.777
H 1.182 -2.169 -0.130
H -0.353 3.948 -2.384
H -2.713 2.379 -2.331
H -1.877 -0.945 2.325
H -2.045 -0.491 0.652
H 0.450 0.354 -0.032
H -0.943 3.803 -3.837
H -0.240 0.601 2.782
H 3.157 -1.137 0.877
H 2.144 -3.971 1.258
H 2.675 1.553 3.855
H -4.312 -2.704 -2.541
H -0.074 5.094 -0.338
H 2.084 1.959 1.762
H -4.876 -3.088 -1.108
H 3.448 2.151 -0.022
H 3.425 -3.714 2.075
H 2.002 -2.971 -1.110
H -2.469 -3.545 -1.666
H 0.131 -2.157 1.802
H -0.353 -2.564 -2.275
H 1.436 -0.139 1.235
H 0.142 -0.087 -2.413
H -0.908 3.920 0.170
H -0.973 -2.565 0.618
H -1.053 1.452 1.514
H -2.569 2.746 0.051
H 0.751 -2.505 -3.377
H 2.441 1.047 -0.969
H 2.928 -1.779 2.195
H -0.038 1.469 -2.469
H 2.086 2.654 -1.005
H -3.060 3.976 0.759
H -1.275 -4.582 -1.781
*
```


# C4H37N3O12

A 13-piece molecular cluster, C4H37N3O12 overall (ωB97M-V/def2-TZVPD, the Open Molecules 2025 dataset).

Values from the calculation:
highest occupied orbital energy	-14.2	eV
orbital gap	9.09	eV

ORCA input file:
```
! RIJCOSX wB97M-V def2-TZVPD def2/J DEFGRID3
* xyz 2 1
O 2.046 -2.155 -3.844
O 2.520 2.056 -2.103
O 0.686 3.812 1.887
O -2.189 3.319 2.500
O 3.387 -2.249 -1.662
O -3.394 -3.113 -1.316
O -0.804 1.281 -2.516
O 1.568 0.384 1.012
O 0.557 -4.035 -1.918
O 1.476 0.596 -4.153
O 0.520 1.851 -0.589
O 1.262 -0.341 4.053
N -2.506 0.618 0.489
N -1.170 -1.532 -0.981
N -0.321 1.316 3.246
C -1.708 -0.697 2.612
C -1.784 -0.452 1.099
C -0.984 -1.276 0.388
C -1.572 0.503 3.608
H -0.472 2.281 3.145
H -0.255 0.950 -3.296
H 0.171 1.063 2.424
H 2.215 1.323 -2.836
H 1.225 -2.445 -3.403
H 1.084 -0.876 4.936
H 3.185 2.448 -2.630
H 1.441 0.754 -5.042
H -0.649 -2.254 -1.534
H 0.960 3.263 1.159
H -0.208 1.259 -0.898
H -0.992 -0.707 -1.597
H 1.517 1.016 0.274
H 0.956 2.317 -1.357
H 2.897 -2.317 -3.310
H -1.334 2.086 -2.873
H 2.514 0.444 1.184
H -1.525 3.942 2.220
H -3.350 -3.426 -2.228
H 3.213 -1.654 -0.890
H -0.182 -1.821 0.900
H 1.454 4.141 2.303
H -2.456 1.040 3.626
H -2.244 -1.887 -1.226
H 4.362 -2.223 -1.952
H -4.300 -2.961 -1.351
H -2.597 0.914 -0.478
H 1.975 -0.411 -4.189
H 1.456 -4.318 -1.571
H -2.666 -1.255 2.876
H -2.856 1.394 1.041
H 0.751 -4.612 -2.653
H 1.986 -0.789 3.475
H -0.842 -1.337 2.801
H 0.424 1.129 4.109
H -3.052 3.567 2.413
H -1.393 0.076 4.619
*
```


# C4H37NO13

A 14-piece molecular cluster, C4H37NO13 overall (ωB97M-V/def2-TZVPD, the Open Molecules 2025 dataset).

Values from the calculation:
<S²>	0.7543
highest occupied orbital energy (alpha / beta)	-13.2 / -13.2	eV
orbital gap (alpha / beta)	9.82 / 4.93	eV

ORCA input file:
```
! RIJCOSX wB97M-V def2-TZVPD def2/J DEFGRID3
* xyz 1 2
O 3.124 -0.800 -2.614
O 0.172 -1.034 4.234
O 0.196 -1.436 -2.133
O 2.160 -2.474 -0.453
O 2.966 -0.312 2.447
O 2.304 2.038 3.362
O 1.410 -3.752 1.685
O -0.664 3.346 2.433
O -3.933 -2.858 -0.950
O 2.356 4.196 1.680
O -3.674 0.425 -2.721
O -2.253 -2.012 -3.055
O -0.917 -3.237 -0.433
N -0.667 1.127 -0.332
C -2.324 0.434 1.309
C -0.394 1.799 -1.609
C 0.425 3.074 -1.564
C -2.064 1.139 -0.013
H 2.032 -4.184 1.093
H 3.189 -1.167 -3.504
H -0.274 -2.937 -1.105
H -1.187 -2.525 0.147
H -0.672 -0.910 3.789
H -2.996 0.570 -3.390
H 3.694 -0.857 2.118
H 2.446 3.684 2.506
H -1.614 0.930 1.981
H -0.092 1.601 0.375
H -0.076 3.978 -1.229
H 1.975 1.784 4.229
H -3.351 0.428 1.651
H -3.170 -3.454 -0.822
H 0.744 -3.557 1.004
H 1.421 3.077 -1.121
H 2.246 3.714 0.857
H 0.677 3.205 -2.621
H 3.036 -2.843 -0.555
H 2.750 -0.679 3.316
H -2.618 0.660 -0.841
H 0.685 -1.690 3.727
H -1.956 -0.593 1.369
H 2.586 1.269 2.821
H -2.683 -2.860 -2.954
H 3.700 -0.028 -2.593
H -3.496 -0.386 -2.240
H 0.208 -0.525 -1.779
H -3.450 -2.265 -1.547
H 2.140 -1.579 -0.780
H -0.045 2.832 2.963
H 0.186 1.106 -2.231
H -1.310 1.961 -2.174
H -1.306 -2.185 -3.020
H -2.554 2.126 -0.063
H 1.036 -1.368 -2.623
H -0.119 4.003 1.972
*
```


Number 1: energy -1206.581389 Eh. Number 2: energy -2023.553118 Eh. Number 3: energy -1452.979526 Eh. Number 4: energy -1186.835365 Eh. Number 5: energy -1241.127987 Eh. Number 6: energy -1207.094734 Eh.